7 unconnected molecules or ions with the total composition C32H72NO7 in a non-equilibrium geometry. Source: the Open Molecules 2025 dataset; level of theory: ωB97M-V/def2-TZVPD.

XYZ file:
```
112
C32H72NO7 | the Open Molecules 2025 dataset | ωB97M-V/def2-TZVPD
O 4.56 5.36 -10.45
O -0.95 0.99 -4.17
O 1.13 -6.07 7.16
O -4.16 -3.08 -0.77
O 1.91 2.50 0.64
O -2.21 0.99 5.74
O 2.45 0.89 -7.35
N -4.78 -1.29 4.85
C -1.55 2.19 5.25
C -0.84 -1.43 -4.39
C 1.91 1.14 -9.70
C 4.16 5.96 -8.13
C 0.43 -7.29 6.93
C 0.57 1.91 -1.31
C 0.26 -2.79 5.92
C -4.30 1.37 4.60
C 2.60 1.74 -8.48
C 0.62 2.62 0.04
C -3.07 -0.94 -0.43
C 0.58 -8.24 8.11
C -0.66 -2.57 4.73
C 5.30 7.55 -9.72
C 0.21 4.08 -0.08
C -2.69 -1.77 5.98
C 5.08 6.10 -9.34
C -3.45 -2.28 0.16
C -2.11 -2.83 5.03
C 1.53 -1.98 5.80
C -0.62 0.08 -6.40
C -0.36 -0.08 -4.91
C -3.60 -0.82 5.34
C -4.26 -2.13 1.44
C 0.53 1.82 3.83
C -5.48 0.83 4.13
C 0.88 -7.94 5.63
C 2.04 1.67 3.83
C -3.34 0.55 5.20
C -0.06 1.98 5.21
C 4.07 2.03 -8.76
C -5.71 -0.55 4.27
H 2.54 2.94 0.06
H 0.43 2.80 5.71
H 4.03 4.91 -7.88
H -0.55 -1.57 4.34
H 2.49 2.43 3.23
H 0.76 -7.25 4.79
H 1.39 -0.96 6.12
H 2.10 2.67 -8.20
H 0.01 -9.15 7.97
H 0.14 1.10 5.79
H 0.24 -7.76 9.03
H 0.23 4.56 0.90
H 2.88 0.05 -7.55
H -4.97 -2.61 -1.02
H -0.26 -2.52 6.82
H 2.42 1.74 4.83
H 5.74 8.12 -8.89
H 1.63 -8.51 8.25
H -4.51 -3.11 1.84
H 4.54 2.47 -7.88
H 0.06 0.95 3.37
H -1.69 0.03 -6.60
H 3.71 5.75 -10.67
H -1.90 -1.21 6.43
H 1.98 1.80 -10.56
H -1.93 2.41 4.27
H -0.12 -0.70 -6.97
H 1.88 -1.97 4.78
H 0.25 2.68 3.24
H -5.20 -1.60 1.23
H -1.81 2.98 5.93
H 2.32 -2.39 6.41
H -1.90 0.95 -4.32
H 1.27 2.38 -2.01
H -2.23 -3.81 5.46
H -4.95 -2.27 4.96
H 4.19 2.72 -9.59
H 0.86 0.95 -9.49
H 6.04 5.63 -9.12
H -3.72 -1.56 2.21
H 0.89 4.61 -0.74
H -0.36 -2.25 -4.92
H 0.32 -8.85 5.42
H -6.22 1.45 3.69
H 2.34 0.71 3.44
H 0.52 -3.83 5.95
H -0.62 -7.00 6.84
H -2.55 -2.85 0.38
H -2.49 -1.07 -1.34
H -3.24 -2.25 6.77
H -2.66 -2.83 4.10
H 4.35 8.02 -9.98
H -4.13 2.42 4.52
H -0.42 1.95 -1.76
H -2.48 -0.34 0.27
H 4.56 6.48 -7.26
H 0.86 0.86 -1.20
H 1.94 -8.20 5.69
H 2.38 0.19 -9.96
H 0.71 0.02 -4.73
H -0.80 4.17 -0.49
H 2.06 -6.28 7.26
H 5.97 7.63 -10.58
H -0.05 2.11 0.73
H 3.18 6.38 -8.36
H 4.60 1.10 -8.99
H -3.97 -0.37 -0.69
H -6.59 -1.06 3.96
H -0.35 -3.24 3.94
H -1.92 -1.52 -4.53
H -0.25 1.04 -6.74
H -0.64 -1.53 -3.33
```

Calculated values
net charge = +1
strongest force on any atom = 1.9 eV/Å
molecular weight = 582.928 g mol⁻¹
energy = -1843.6466 Ha
HOMO level = -11.257 eV

=====

A molecular structure, C32H73BrClGaN9O10 in a non-equilibrium geometry. Source: the Open Molecules 2025 dataset; level of theory: ωB97M-V/def2-TZVPD.

XYZ file:
```
127
C32H73BrClGaN9O10 | the Open Molecules 2025 dataset | ωB97M-V/def2-TZVPD
Br -2.49 -3.03 -0.24
Ga -1.27 -0.15 -1.65
Cl 1.02 -0.13 -2.06
O -0.21 3.85 -0.34
O 8.46 6.08 -3.51
O -0.07 -1.92 2.37
O -1.45 -4.43 5.56
O -2.62 1.91 7.97
O -2.20 0.87 -2.97
O 3.57 1.49 -4.04
O -7.06 -6.68 6.83
O 6.05 3.45 -6.14
O -2.97 -0.91 -6.75
N -4.34 -0.22 -8.39
N 8.03 5.59 -1.36
N 1.45 -2.97 3.64
N 0.88 2.43 -4.48
N -2.55 3.84 0.33
N -8.14 -6.68 8.80
N -1.17 3.20 6.86
N -3.03 -5.80 6.36
N 8.10 3.05 -6.97
C 8.73 6.25 -2.32
C -0.84 1.67 0.87
C -0.42 2.55 -3.69
C -8.82 -8.29 7.07
C 9.53 2.92 -6.94
C 7.26 3.39 -5.94
C 3.13 2.54 -3.09
C -7.94 -7.16 7.54
C -3.46 -3.38 6.33
C -1.74 0.44 0.28
C -3.12 -0.28 -7.79
C -1.21 3.15 0.26
C -9.12 -7.10 9.77
C -1.97 0.44 -8.45
C 8.19 5.66 0.07
C -2.04 2.16 6.92
C 1.92 3.37 -3.83
C -3.00 -2.35 -3.07
C -0.38 3.65 5.73
C -1.33 1.22 -4.11
C -2.57 -4.56 6.05
C -1.83 -2.16 -1.93
C 9.83 7.18 -1.88
C -4.30 -6.16 6.94
C 7.87 3.67 -4.60
C -2.24 1.33 5.68
C -2.71 -3.82 -3.80
C 4.45 3.49 -2.71
C -0.35 -4.29 2.61
C 2.09 -4.08 4.30
C 0.34 -2.97 2.86
C -4.71 0.46 -9.60
H -2.13 -4.55 -3.07
H 8.99 6.34 0.37
H -2.05 -3.71 -4.77
H -0.98 3.56 -3.85
H -2.19 1.52 -8.50
H -5.06 -0.73 -7.88
H 7.25 5.99 0.51
H -2.37 -6.54 6.14
H -3.14 3.66 -0.54
H 9.95 3.61 -7.68
H -0.13 2.46 -2.56
H 0.65 2.76 -5.45
H -9.74 -7.92 9.41
H -8.58 -7.42 10.67
H -0.55 3.04 4.84
H -4.11 -6.69 7.88
H -1.29 0.87 5.38
H -4.93 -5.29 7.13
H -2.91 0.61 0.37
H 8.55 4.52 -4.67
H 4.80 3.17 -1.62
H 3.12 -4.14 3.94
H -1.93 1.54 -5.08
H -9.74 -6.24 10.02
H 9.79 1.90 -7.24
H -4.03 -2.42 -2.48
H 0.67 3.61 6.01
H 7.08 3.93 -3.89
H 9.95 3.13 -5.96
H 8.39 2.79 -4.23
H 10.59 6.63 -1.33
H -1.06 0.30 -7.85
H 0.34 -4.98 2.11
H -9.86 -7.97 7.06
H 10.30 7.64 -2.76
H 2.75 2.12 -2.05
H -0.66 4.69 5.52
H -4.81 -6.83 6.25
H -1.08 3.71 7.73
H 8.42 4.65 0.44
H -0.89 -2.81 -2.28
H 9.42 7.98 -1.26
H 0.32 1.50 0.77
H -1.22 -4.13 1.97
H -0.66 0.30 -4.42
H 4.17 4.63 -2.64
H -2.96 0.53 5.89
H -2.64 1.95 4.87
H 5.34 3.24 -3.42
H 1.42 4.07 -3.01
H -8.69 -9.16 7.71
H -2.95 -2.46 6.03
H -3.68 -3.32 7.40
H -4.38 -3.46 5.76
H -0.69 -4.71 3.56
H 3.93 2.02 -4.84
H -7.51 -5.92 9.04
H -1.06 1.74 2.04
H 2.36 4.02 -4.70
H 2.10 -3.88 5.38
H 1.58 -5.02 4.12
H 1.86 -2.04 3.76
H -2.33 4.88 0.26
H -3.87 0.98 -10.06
H 7.61 2.87 -7.84
H 7.31 4.98 -1.73
H -1.52 -0.50 0.98
H -5.11 -0.28 -10.30
H -8.53 -8.57 6.05
H -1.80 0.04 -9.45
H -5.50 1.18 -9.36
H -3.77 -4.27 -4.08
H -3.06 -1.47 -3.86
```

Calculated values
net charge = -1
strongest force on any atom = 7.7 eV/Å
molecular weight = 929.069 g mol⁻¹
energy = -7467.2642 Ha
HOMO level = -4.534 eV

=====

Number 1: frontier orbital gap 7.47 eV. Number 2: frontier orbital gap 6.15 eV.